C8H15N5OS | wB97M-V/def2-TZVPD

For the relative energy (zero: lowest compared OMol25 entry of this formula, charge and spin), the calculation gives 556.2 kJ/mol. Its gap between HOMO and LUMO is 8.5 eV. As for the total charge: 0.

Element x y z (Å)
H1 4.397 1.074 1.834
N1 4.470 1.320 0.741
H2 -3.655 -3.377 2.394
H3 -1.619 -2.359 0.970
H4 -0.640 -1.227 -0.117
N2 2.250 1.046 -0.260
H5 -1.731 1.892 -0.131
C1 -3.454 -2.271 2.063
N3 1.849 1.128 -1.505
H6 -0.390 0.139 -2.487
H7 5.443 1.654 0.277
N4 4.136 1.581 -1.431
C2 3.603 1.350 -0.279
S1 1.981 -0.328 1.963
C3 2.974 1.561 -2.118
H8 -1.813 -1.993 -1.696
H9 -4.575 -1.917 2.204
H10 -0.374 0.781 1.824
H11 -3.065 -2.947 -0.035
N5 0.043 1.081 0.823
H12 -2.852 -1.805 2.971
C4 -2.683 -2.091 0.755
H13 -0.189 2.262 -1.124
H14 -2.042 0.718 -2.192
C5 -0.787 1.456 -0.585
C6 1.365 0.628 0.803
O1 -2.664 -0.697 0.069
C7 -1.214 0.272 -1.619
H15 2.886 2.059 -3.256
C8 -1.650 -0.989 -0.856

C8H15NO | wB97M-V/def2-TZVPD

For the relative energy (zero: lowest compared OMol25 entry of this formula, charge and spin), the calculation gives 565.1 kJ/mol. Its gap between HOMO and LUMO is 9.3 eV. As for the total charge: 0.

Element x y z (Å)
H1 -0.012 1.132 -2.301
H2 0.094 -0.661 2.987
H3 -2.946 -0.200 -0.456
H4 2.726 -1.039 0.572
C1 -0.726 1.094 -1.518
C2 3.565 0.791 -0.179
H5 -1.702 0.061 0.892
O1 1.309 0.166 -0.412
H6 0.546 -0.957 4.655
C3 0.448 -0.841 -0.389
H7 -1.629 1.646 -1.845
H8 4.526 0.763 0.293
H9 3.338 1.588 -0.860
C4 2.535 -0.068 0.104
N1 1.414 0.651 3.937
H10 -1.409 -2.349 -1.922
H11 -2.083 -0.685 -2.750
C5 0.725 -0.388 3.785
H12 -1.975 -1.551 0.187
H13 1.625 1.251 3.172
C6 -0.824 -0.335 -1.026
H14 -0.403 1.757 -0.750
H15 -0.415 -1.296 -2.917
C7 -1.205 -1.224 -2.218
C8 -2.002 -0.486 0.015